[1]
{"formula": "H5NO2Si", "method": "wB97M-V/def2-TZVPD", "symbols": ["Si", "O", "O", "N", "H", "H", "H", "H", "H"], "positions_angstrom": [[-0.744, 1.506, -0.792], [-1.813, 0.708, -1.562], [-0.055, 1.003, 0.534], [0.777, -1.773, 0.413], [-0.078, -1.301, 0.311], [0.882, -2.662, -0.115], [0.774, -2.038, 1.418], [0.468, 1.632, 0.899], [-0.212, 2.926, -1.105]], "mulliken_charge": [0.556, -0.491, -0.327, -0.633, 0.226, 0.219, 0.212, 0.290, -0.051], "e_lumo_ev": 0.379, "homo_energy_ev": -9.89, "smiles": "O=[SiH]O.N"}


[2]
{"formula": "CH5BO3", "method": "wB97M-V/def2-TZVPD", "symbols": ["O", "O", "O", "C", "B", "H", "H", "H", "H", "H"], "positions_angstrom": [[-0.351, -0.547, 0.124], [0.910, 1.465, 0.364], [2.615, -1.010, -0.310], [-1.753, -0.214, -0.160], [0.735, 0.192, 0.205], [-2.047, 0.937, -0.289], [1.722, 2.056, 0.214], [-1.860, -0.635, -1.107], [2.398, -1.589, 0.383], [-2.369, -0.655, 0.576]], "mulliken_charge": [-0.283, -0.430, -0.719, -0.512, 0.574, 0.247, 0.378, 0.265, 0.221, 0.260], "e_lumo_ev": 0.193, "homo_energy_ev": -9.06}


[3]
{"formula": "C3H11N2S", "method": "wB97M-V/def2-TZVPD", "symbols": ["S", "N", "N", "C", "C", "C", "H", "H", "H", "H", "H", "H", "H", "H", "H", "H", "H"], "positions_angstrom": [[0.032, 1.199, -0.005], [1.822, -1.894, -1.282], [0.766, -1.836, 0.897], [-1.631, 2.009, -0.283], [1.690, -2.378, 0.013], [-2.493, 1.359, 0.791], [2.036, -3.380, 0.228], [1.143, -1.183, -1.509], [0.577, -2.322, 1.749], [1.370, 1.423, -0.064], [-3.514, 1.636, 0.499], [-2.247, 1.569, 1.822], [0.111, -1.160, 0.522], [-1.545, 3.071, -0.068], [-2.505, 0.286, 0.584], [-1.924, 1.728, -1.285], [2.240, -2.415, -2.020]], "mulliken_charge": [-0.395, -0.330, -0.246, -0.277, -0.205, -1.074, 0.302, 0.111, 0.182, 0.149, 0.334, 0.328, -0.004, 0.327, 0.339, 0.267, 0.192], "e_lumo_ev": [0.703, 0.696], "multiplicity": 2, "homo_energy_ev": [-4.40, -8.77]}


[4]
{"formula": "C2H4ClN", "method": "wB97M-V/def2-TZVPD", "symbols": ["Cl", "N", "C", "C", "H", "H", "H", "H"], "positions_angstrom": [[1.996, -1.894, 0.441], [-0.632, 0.021, 2.324], [0.196, -0.281, -1.004], [0.886, -0.755, -0.017], [0.222, 0.390, 2.120], [-1.218, 0.825, 2.334], [0.693, -0.405, -1.923], [-0.450, 0.708, -0.864]], "mulliken_charge": [-0.110, -0.444, -0.414, 0.013, 0.238, 0.214, 0.313, 0.191], "e_lumo_ev": [-0.174, -0.567], "homo_energy_ev": [-10.10, -8.48]}


[5]
{"formula": "C43H37ClIrN6O4S3", "method": "wB97M-V/def2-TZVPD", "symbols": ["Ir", "Cl", "S", "S", "S", "O", "O", "O", "O", "N", "N", "N", "N", "N", "N", "C", "C", "C", "C", "C", "C", "C", "C", "C", "C", "C", "C", "C", "C", "C", "C", "C", "C", "C", "C", "C", "C", "C", "C", "C", "C", "C", "C", "C", "C", "C", "C", "C", "C", "C", "C", "C", "C", "C", "C", "C", "C", "C", "H", "H", "H", "H", "H", "H", "H", "H", "H", "H", "H", "H", "H", "H", "H", "H", "H", "H", "H", "H", "H", "H", "H", "H", "H", "H", "H", "H", "H", "H", "H", "H", "H", "H", "H", "H", "H"], "positions_angstrom": [[1.653, 1.914, 0.904], [2.630, 4.009, -0.800], [-0.991, -0.251, -1.234], [-1.558, 2.050, 0.336], [0.174, -1.887, 1.145], [1.039, -3.139, 0.479], [3.454, -3.760, 1.704], [5.572, -3.120, 1.696], [-0.386, -0.037, 1.916], [-0.086, 2.460, 0.400], [0.874, 0.296, 1.829], [-1.963, 0.742, -0.438], [3.343, 0.651, 0.934], [5.103, -0.604, 1.020], [0.062, -1.081, -0.557], [2.399, 3.892, 0.942], [0.752, -4.053, 3.017], [-2.265, 3.237, 2.638], [-2.361, 3.408, -0.507], [0.094, -4.631, -2.730], [5.540, 1.812, 0.587], [-0.949, 1.605, -3.235], [-0.319, 2.442, -4.143], [2.160, -3.439, -3.001], [1.546, -0.786, 1.482], [-3.565, 1.007, 3.691], [-4.026, -2.831, -3.377], [-3.473, -1.390, -1.536], [1.074, -4.577, 4.265], [1.092, -3.763, 5.386], [-2.840, 3.301, 3.895], [-3.003, 0.928, 2.427], [1.066, 2.429, -4.248], [-0.169, 0.764, -2.454], [-3.734, 3.560, -0.380], [-3.565, 5.607, -1.626], [2.102, -3.029, -1.678], [-1.579, 4.326, -1.192], [-1.827, -1.868, -3.256], [1.829, 1.583, -3.453], [-2.753, -2.667, -3.907], [-4.336, 4.669, -0.950], [0.033, -4.234, -1.403], [-4.386, -2.198, -2.194], [4.665, 0.647, 0.851], [0.485, -2.697, 2.916], [4.408, -2.864, 1.558], [4.047, -1.456, 1.233], [-2.359, 2.046, 1.930], [0.760, -2.421, 5.277], [1.211, 0.737, -2.544], [-2.194, 5.433, -1.756], [1.045, -3.445, -0.885], [2.932, -0.655, 1.186], [-2.207, -1.235, -2.083], [-3.482, 2.186, 4.420], [0.448, -1.878, 4.035], [1.159, -4.241, -3.530], [1.669, 4.627, 1.262], [-4.318, 2.827, 0.163], [-3.041, 0.019, 1.842], [-0.825, -1.737, -3.648], [-4.061, 0.142, 4.110], [-0.683, -5.268, -3.132], [3.351, 4.031, 1.446], [-4.039, 6.483, -2.048], [0.719, -4.706, 2.157], [0.179, -0.833, 3.957], [4.946, 2.705, 0.419], [1.555, 3.077, -4.963], [-2.028, 1.601, -3.131], [-3.918, 2.235, 5.408], [2.881, -2.403, -1.263], [-0.511, 4.174, -1.261], [6.059, -0.942, 1.062], [-5.378, -2.334, -1.786], [0.743, -1.787, 6.153], [1.770, 0.046, -1.924], [-5.404, 4.808, -0.855], [-2.482, -3.161, -4.830], [-0.785, -4.546, -0.765], [-1.599, 6.166, -2.282], [1.217, -4.562, -4.561], [-1.749, 4.086, 2.207], [2.565, -3.477, 1.404], [1.318, -5.628, 4.349], [3.001, -3.144, -3.615], [-3.730, -0.878, -0.620], [6.211, 1.980, 1.432], [-4.745, -3.453, -3.892], [6.159, 1.636, -0.293], [-0.909, 3.098, -4.769], [-2.779, 4.218, 4.465], [1.359, -4.178, 6.349], [2.906, 1.574, -3.550]], "mulliken_charge": [0.583, 0.008, 0.973, 1.545, 0.238, 0.600, -0.452, -0.596, 0.084, -0.455, -0.567, 0.007, -0.518, -0.118, 0.108, -0.764, -0.393, -0.928, 0.449, -0.858, -1.147, -0.741, -0.926, -0.891, -0.314, -0.790, -0.662, -0.416, -0.890, -0.673, -0.779, -0.242, -0.652, 0.676, -0.504, -0.550, 0.124, -0.357, -0.484, -1.025, -0.849, -0.884, -0.242, -0.833, 0.037, 1.009, 0.503, 1.469, 0.762, -0.912, -0.194, -0.784, 0.235, 0.133, 0.366, -0.594, -0.378, -0.691, 0.487, 0.527, 0.292, 0.491, 0.510, 0.504, 0.529, 0.447, 0.562, 0.461, 0.121, 0.465, 0.565, 0.439, 0.324, 0.484, 0.282, 0.473, 0.450, 0.428, 0.462, 0.503, 0.554, 0.489, 0.443, 0.467, -0.036, 0.445, 0.477, 0.340, 0.354, 0.433, 0.376, 0.542, 0.474, 0.418, 0.560], "e_lumo_ev": [-8.093, -7.812], "multiplicity": 2, "homo_energy_ev": [-12.44, -12.49], "total_charge": 2}


[6]
{"formula": "C7H6N2", "method": "wB97M-V/def2-TZVPD", "symbols": ["N", "N", "C", "C", "C", "C", "C", "C", "C", "H", "H", "H", "H", "H", "H"], "positions_angstrom": [[0.594, -0.671, -0.920], [-0.644, -0.701, -0.877], [-0.860, 1.260, 0.152], [-0.005, 2.238, -0.317], [-2.808, -0.316, 0.220], [-1.405, 0.002, -0.005], [1.062, 1.385, -0.009], [1.412, 0.091, -0.103], [2.786, -0.379, 0.187], [-3.537, 0.554, 0.344], [3.441, 0.386, -0.281], [-2.880, -0.722, 1.293], [2.860, -1.310, -0.492], [3.175, -0.668, 1.245], [-3.191, -1.147, -0.437]], "mulliken_charge": [-0.228, -0.206, 0.459, -0.835, -1.164, 0.556, 0.433, 0.342, -1.044, 0.293, 0.246, 0.258, 0.312, 0.260, 0.318], "e_lumo_ev": [-0.567, -0.566], "homo_energy_ev": [-8.23, -8.23]}


Let's list total energy in order: -497.751812, -291.648333, -628.465388, -593.342474, -4048.459208, -379.561271 a.u..
Let's list energy relative to the best compared isomer or geometry (same formula, charge and spin) in order: 2.7043, 4.0620, 1.7196, 5.4064, 6.2765, 7.8797 eV.